C6H9ClN2O in the gas phase. Source: the OMol25 dataset; level of theory: the ωB97M-V functional and the def2-TZVPD basis.

CARTESIAN COORDINATES (ANGSTROEM)
C (0.82, 0.02, 3.15)
C (0.15, -1.03, 0.12)
C (1.95, -0.66, 2.74)
C (0.13, 1.23, -1.17)
C (-2.01, -0.27, -0.97)
C (-0.47, -0.22, -0.98)
N (2.14, -0.71, 1.41)
N (3.08, -0.98, 3.52)
O (1.15, -0.51, 0.60)
Cl (0.69, 0.25, 4.84)
H (0.28, 1.44, -2.21)
H (1.09, 1.25, -0.86)
H (-0.39, 2.02, -0.67)
H (-2.58, 0.39, -0.34)
H (-2.30, -1.18, -0.67)
H (-2.28, -0.14, -2.09)
H (-0.21, -0.75, -1.96)
H (3.01, -0.74, 4.53)
H (3.65, -1.74, 3.20)

Values from the calculation:
Spin multiplicity = 1
E = -878.6347 Eh
Orbital gap (spin up / spin down) = 6.349 / 6.410 eV
F_max = 4.1 eV Å⁻¹
E_HOMO (spin up / spin down) = -8.05 / -8.08 eV

Let us look at the natural (NBO) charges, expressed in e, one per atom: number 1, C, carries -0.124; number 2, C, carries 0.317; number 3, C, carries 0.121; number 4, C, carries -0.615; number 5, C, carries -0.582; number 6, C, carries -0.358; number 7, N, carries -0.002; number 8, N, carries -0.826; number 9, O, carries -0.271; number 10, Cl, carries 0.018; number 11, H, carries 0.208; number 12, H, carries 0.207; number 13, H, carries 0.214; number 14, H, carries 0.215; number 15, H, carries 0.214; number 16, H, carries 0.204; number 17, H, carries 0.247; number 18, H, carries 0.406; number 19, H, carries 0.405